Entry 1:
DFT (ωB97M-V/def2-TZVPD) results for C30H70BrClNNbO11PS as an isolated structure at a distorted geometry.

Spin multiplicity: 1
Highest occupied orbital energy (eV): -4.430
Total charge: -1
Frontier orbital gap (eV): 5.76
Calculated total energy (Ha): -5897.585937
LUMO energy (eV): 1.330

Structure (XYZ):
```
117
Properties=species:S:1:pos:R:3:forces:R:3:mulliken_charge:R:1
C 6.97970 -0.24555 4.92163 -1.06 -0.52 0.15 -0.732
C 6.33537 1.10621 5.62177 0.22 0.37 -0.21 -0.281
C 5.98640 2.16811 4.42508 2.90 0.38 -5.76 0.387
O 6.71776 2.05727 3.28160 -4.40 0.83 7.11 -0.473
O 5.00882 3.26268 4.46412 1.94 -3.22 0.68 -0.419
C 3.60836 2.73879 4.32324 0.12 0.30 0.14 0.124
C 3.37135 2.42505 2.75208 0.69 1.55 0.26 -0.135
Nb 1.78857 0.90997 2.19060 -2.22 1.51 0.31 -0.899
C 1.56552 2.03598 0.16768 1.22 0.76 0.19 -0.321
N 1.04155 1.10328 -0.91005 0.92 -0.71 0.42 -0.582
C 0.03235 2.15570 2.92463 -1.18 0.29 0.18 -0.466
C 0.35012 3.51222 3.74222 -2.63 0.88 -1.98 0.091
C -0.92981 4.55216 3.44682 0.98 1.03 1.18 -1.006
Br 0.21037 3.08288 5.70719 0.56 0.34 -0.83 -0.192
P 3.58503 -0.48386 1.05121 1.52 -0.49 -1.51 0.282
S 2.70856 -1.96473 0.06474 -0.40 -0.66 -0.28 -0.490
C 1.94210 -0.24539 4.18903 -2.24 -0.75 1.30 -0.024
Cl 3.61615 -0.92755 4.55092 -0.56 0.50 0.20 -0.216
C 0.90775 -1.55128 4.06468 1.29 -0.71 -1.13 -0.270
C 1.19825 -2.73095 5.16257 -0.75 -0.80 -0.26 -0.976
H 6.42300 -0.46450 3.88851 1.51 0.69 2.28 0.098
H 6.73523 -1.19897 5.59524 0.70 2.17 -1.25 0.232
H 8.13573 -0.12419 4.79322 -2.36 -0.25 0.08 0.309
H 5.42005 0.89689 6.32133 1.65 0.36 -1.60 0.255
H 7.17012 1.59831 6.29980 -1.75 -0.77 -1.45 0.336
H 2.93601 3.61431 4.77636 1.47 -2.00 -1.27 0.014
H 3.53201 1.85064 5.06999 -0.11 1.29 -1.59 0.030
H 3.04849 3.45748 2.24409 0.65 -2.04 0.92 0.235
H 4.36320 2.11721 2.16156 -1.77 0.76 1.67 0.120
H 0.57827 -0.34116 1.65892 -0.35 -0.05 0.00 0.357
H 2.67391 2.32718 -0.12514 -2.22 -0.20 0.32 0.078
H 0.92710 3.02318 0.29912 1.25 -1.88 -0.53 0.155
H 0.39201 0.37357 -0.52266 1.00 1.06 -0.25 0.184
H 1.88288 0.55252 -1.24339 -1.50 0.69 0.48 0.290
H -0.61216 1.44750 3.63449 1.27 1.45 -1.45 0.434
H -0.68799 2.43541 2.01722 1.53 -0.57 1.88 0.283
H 1.29608 4.12073 3.43870 -1.46 -1.55 1.04 0.159
H -1.94374 3.99004 3.28764 2.10 1.06 0.25 0.262
H -0.98762 5.22862 4.42213 -0.21 -1.26 -2.13 0.347
H -0.65883 5.30363 2.56280 -0.69 -1.91 1.64 0.256
H 4.57094 -1.08450 1.90454 -0.05 0.69 -0.35 0.007
H 4.34350 0.24713 0.02622 -0.08 -0.29 1.10 -0.134
H 1.53078 0.37875 5.11091 1.29 -1.22 -1.57 0.256
H -0.21219 -1.20265 4.00230 2.23 -0.58 0.41 0.205
H 1.15819 -2.02320 2.99671 -0.73 0.84 2.31 0.122
H 1.20976 -2.34173 6.27475 0.06 -0.75 -2.24 0.215
H 0.31842 -3.52979 5.04681 1.77 1.72 0.40 0.323
H 2.18796 -3.35259 4.91901 -2.12 1.73 0.59 0.242
C 7.65819 5.44370 -1.95214 0.43 -0.24 -0.05 -0.829
O 8.16034 4.11800 -1.94822 -0.55 0.25 0.14 -0.295
C 7.79503 3.36766 -0.78894 0.10 -0.37 -0.41 -0.533
C 7.28440 1.97090 -1.16380 -0.16 0.09 0.32 -0.330
O 6.01434 1.93406 -1.82575 0.37 0.21 -0.32 -0.381
C 5.94530 2.50576 -3.13631 -0.12 -0.26 -0.03 -0.349
C 6.75107 1.77748 -4.22302 0.17 0.54 0.52 -0.544
O 8.15373 1.92854 -4.01203 -0.10 -0.59 0.11 -0.288
C 8.88485 0.72251 -4.16570 0.07 0.47 0.06 -0.836
H 8.34718 6.10387 -1.40952 -0.22 0.09 0.03 0.291
H 7.59565 5.77737 -2.98839 0.10 -0.01 -0.03 0.241
H 6.65614 5.50306 -1.52048 0.00 0.01 0.10 0.382
H 7.03754 3.88830 -0.19358 -0.01 -0.02 -0.09 0.354
H 8.69820 3.26576 -0.17981 -0.10 -0.17 0.22 0.357
H 7.14119 1.41450 -0.22966 -0.16 0.19 -0.06 0.481
H 8.02575 1.40905 -1.72706 0.16 0.20 -0.16 0.071
H 6.18433 3.56709 -3.10503 0.27 0.00 -0.09 0.079
H 4.88892 2.44896 -3.42320 0.08 -0.17 0.10 0.432
H 6.52125 2.21868 -5.19696 -0.28 -0.01 -0.06 0.394
H 6.46427 0.72398 -4.23901 0.02 -0.08 0.05 0.348
H 8.35667 -0.13490 -3.73627 -0.05 0.01 -0.08 0.397
H 9.83168 0.83257 -3.62727 -0.10 0.08 -0.13 0.234
H 9.09802 0.54935 -5.22433 0.01 -0.23 -0.03 0.298
C -1.94075 -1.66285 -0.35573 0.27 0.35 0.24 -0.721
O -2.81035 -0.54532 -0.28798 -0.36 -0.32 -0.61 -0.190
C -3.26592 -0.09244 -1.56380 -0.25 0.14 0.68 -0.691
C -4.77935 0.15598 -1.56226 0.21 -0.05 -0.26 -0.329
O -5.59811 -1.01605 -1.46978 0.14 0.08 0.32 -0.381
C -5.53892 -1.75795 -0.24697 -0.20 -0.03 0.10 -0.168
C -6.08910 -1.03914 0.99448 0.75 0.04 -0.30 -0.760
O -5.24570 0.04576 1.37718 -0.58 0.21 -0.29 -0.199
C -5.95485 1.23354 1.69172 0.48 -0.17 0.07 -0.855
H -0.90883 -1.32211 -0.51077 -0.07 -0.32 -0.03 0.135
H -1.99636 -2.19141 0.59641 0.08 0.12 0.05 0.192
H -2.23259 -2.36133 -1.14369 -0.01 0.00 -0.13 0.401
H -3.01075 -0.80161 -2.35832 -0.02 -0.07 0.07 0.361
H -2.74980 0.85042 -1.76822 -0.09 0.09 -0.25 0.410
H -5.03562 0.61393 -2.52523 0.02 -0.22 0.00 0.435
H -5.06699 0.88405 -0.80746 0.19 -0.05 0.22 0.120
H -4.53308 -2.13711 -0.07652 0.11 0.22 0.18 0.101
H -6.16422 -2.64277 -0.41297 -0.12 0.17 -0.07 0.392
H -6.11490 -1.74016 1.83350 -0.15 -0.23 -0.07 0.397
H -7.10624 -0.69752 0.79178 -0.07 0.08 -0.04 0.371
H -6.79035 1.40630 1.00570 -0.06 -0.07 0.04 0.400
H -5.26239 2.07534 1.58987 -0.02 -0.17 0.09 0.224
H -6.31081 1.19140 2.72499 -0.19 0.13 -0.01 0.290
C -10.18360 -5.68586 -5.68646 0.24 0.36 -0.27 -0.847
O -9.41334 -4.54389 -5.35143 -0.43 -0.31 0.44 -0.271
C -10.04580 -3.68042 -4.40548 0.66 0.01 -0.05 -0.630
C -9.07715 -3.26499 -3.29134 -0.21 -0.01 0.10 -0.059
O -8.69934 -4.30484 -2.38108 0.08 -0.01 -0.43 -0.488
C -7.91333 -5.37892 -2.90808 0.26 0.03 0.16 -0.270
C -6.49727 -5.00243 -3.37026 -0.65 0.09 -0.43 -0.381
O -6.53722 -4.18964 -4.54183 0.01 0.14 0.50 -0.313
C -5.66265 -3.07381 -4.48967 -0.12 -0.06 -0.19 -0.464
H -10.87837 -5.44012 -6.50003 -0.10 -0.17 0.13 0.286
H -9.50118 -6.46355 -6.03079 0.04 0.07 -0.07 0.240
H -10.73035 -6.07776 -4.82540 -0.09 0.03 0.03 0.402
H -10.93414 -4.14576 -3.96548 0.07 -0.10 -0.01 0.337
H -10.36303 -2.78814 -4.95352 -0.10 0.19 0.19 0.379
H -9.58882 -2.51374 -2.67772 -0.04 -0.21 0.02 0.424
H -8.19651 -2.76604 -3.68891 0.03 -0.12 -0.25 -0.013
H -8.46009 -5.90886 -3.68575 0.11 0.11 -0.23 0.065
H -7.80605 -6.09283 -2.08328 0.02 0.20 0.05 0.431
H -5.94922 -5.91330 -3.62721 0.01 -0.19 0.23 0.400
H -5.97478 -4.49710 -2.55540 0.02 0.10 0.04 0.171
H -5.65309 -2.60605 -3.49990 0.07 -0.04 0.00 0.012
H -6.02530 -2.32885 -5.20523 0.05 -0.18 0.00 0.282
H -4.65287 -3.37914 -4.77817 0.12 0.14 0.09 0.329
```
Forces are in eV/Å.

Entry 2:
DFT (ωB97M-V/def2-TZVPD) results for C43H53BBrCdN8O2S3 as an isolated structure.

Spin multiplicity: 1
Highest occupied orbital energy (eV): -10.046
Total charge: +1
Frontier orbital gap (eV): 6.93
Calculated total energy (Ha): -6219.936375
Relative energy (zero: lowest compared OMol25 entry of this formula, charge and spin) (kJ/mol): 0.0
LUMO energy (eV): -3.116

Structure (XYZ):
```
112
Properties=species:S:1:pos:R:3:forces:R:3:mulliken_charge:R:1
Cd 1.47233 2.85352 -1.03682 0.19 -0.29 -0.25 1.301
C -1.70111 1.59117 -3.92593 0.02 -0.05 0.03 -1.571
C -1.65117 0.64443 -2.76710 0.07 0.09 -0.22 -0.065
C -2.77917 0.06186 -2.27771 -0.16 0.00 -0.04 -0.622
C -2.70650 -0.80903 -1.17281 -0.03 -0.08 0.11 -0.354
N -1.56576 -1.03406 -0.58727 0.01 0.18 -0.09 -0.133
N -0.44773 -0.46059 -1.05709 0.21 -0.16 0.33 0.564
B 0.73211 -0.77697 -0.07229 0.07 -0.12 0.01 -0.667
N 2.11572 -0.93635 -0.71220 -0.44 -0.13 0.03 0.695
N 2.02892 -2.04840 -1.48035 0.10 0.12 0.07 -0.179
C 3.09994 -2.48305 -2.06795 0.06 -0.01 0.00 0.090
C 4.34443 -1.82898 -1.86635 0.04 -0.14 -0.11 -0.454
C 4.42678 -0.69833 -1.12716 0.11 0.21 0.12 -0.100
C 5.72249 0.02851 -0.93208 -0.10 -0.04 0.00 -1.719
C 3.21075 -0.18119 -0.56015 0.12 -0.07 -0.15 0.687
S 3.21967 1.33284 0.21800 -0.06 0.42 0.16 -0.412
C 2.99153 -3.72263 -2.93603 0.02 0.06 0.00 2.255
C 3.64265 -3.43916 -4.29782 0.01 -0.01 0.00 -1.802
C 3.73556 -4.86253 -2.22514 0.01 -0.02 -0.01 -1.610
C 1.53107 -4.11256 -3.14506 -0.07 -0.02 0.01 -1.854
N 0.35307 -2.05315 0.79596 0.09 -0.03 -0.41 0.299
N 0.13981 -3.33070 0.51492 0.08 0.22 0.17 -0.621
C -0.22753 -4.07339 1.53474 -0.02 -0.07 0.03 0.067
C -0.40830 -3.52020 2.83263 -0.06 -0.16 0.04 -0.406
C -0.21590 -2.19403 3.09153 -0.01 0.17 0.14 0.360
C -0.40775 -1.54204 4.42931 0.00 -0.05 -0.05 -1.603
C 0.18920 -1.46093 1.96537 0.04 0.11 0.04 0.068
S 0.62194 0.19020 1.64120 -0.05 -0.16 -0.02 -0.086
C -0.46331 -5.55704 1.29682 -0.05 0.07 0.02 2.283
C -0.19964 -5.92479 -0.16014 0.01 0.00 -0.06 -1.554
C -1.92140 -5.88873 1.65371 0.01 0.00 0.04 -1.454
C 0.48499 -6.35855 2.19940 0.03 -0.06 -0.01 -1.792
C -0.40521 0.34855 -2.12880 0.10 -0.04 -0.10 1.094
S 1.06890 1.00260 -2.75061 -0.37 0.07 0.06 -0.404
C -3.89737 -1.53712 -0.55610 0.03 0.04 -0.07 2.347
C -3.64230 -3.04682 -0.66243 0.00 -0.02 -0.04 -1.369
C -5.20136 -1.19043 -1.27225 -0.05 0.01 0.02 -2.351
C -3.99710 -1.13530 0.92084 0.00 0.02 0.05 -1.550
H -2.73309 1.77542 -4.21838 0.01 -0.01 -0.02 0.413
H -1.15084 1.19105 -4.77868 0.00 -0.02 0.02 0.371
H -1.21948 2.53706 -3.67480 -0.01 0.00 0.05 0.138
H -3.73590 0.28246 -2.73285 0.03 -0.02 0.00 0.557
H 5.23918 -2.23035 -2.32525 -0.03 0.00 -0.01 0.386
H 6.53562 -0.50430 -1.42148 -0.02 -0.01 0.00 0.397
H 5.95100 0.13471 0.12898 -0.02 -0.01 0.00 0.357
H 5.65688 1.03836 -1.33675 -0.01 0.00 -0.02 0.366
H 4.72077 -3.28967 -4.21921 -0.02 0.01 0.00 0.364
H 3.20714 -2.55455 -4.76731 -0.01 -0.02 0.01 0.372
H 3.47994 -4.28870 -4.96259 0.01 0.00 0.02 0.460
H 4.77609 -4.60265 -2.01743 -0.02 -0.01 -0.02 0.361
H 3.73494 -5.75440 -2.85423 -0.01 0.01 0.01 0.462
H 3.25092 -5.11100 -1.27790 0.01 0.01 -0.02 0.272
H 0.98879 -3.33344 -3.68558 0.02 -0.02 0.01 0.315
H 1.01807 -4.27886 -2.19691 0.05 0.02 -0.06 0.134
H 1.49354 -5.03032 -3.73456 -0.03 0.01 0.00 0.505
H -0.71866 -4.17634 3.63794 0.01 0.00 -0.04 0.577
H 0.19042 -2.04314 5.19026 -0.01 -0.01 0.00 0.389
H -1.45280 -1.59799 4.73652 0.00 -0.01 -0.01 0.340
H -0.11757 -0.49284 4.40447 0.01 0.01 -0.03 0.391
H -0.81214 -5.33782 -0.84715 0.00 -0.03 0.05 0.239
H -0.43156 -6.98086 -0.30467 0.02 0.01 -0.01 0.547
H 0.84604 -5.76275 -0.42808 -0.04 0.00 0.02 0.114
H -2.61997 -5.26721 1.09062 0.02 -0.03 -0.01 0.133
H -2.11986 -5.74858 2.71866 -0.01 0.01 -0.03 0.377
H -2.12936 -6.93285 1.41529 0.02 0.01 0.02 0.479
H 1.52887 -6.11927 1.98470 -0.03 0.00 0.00 0.367
H 0.34022 -7.42532 2.02136 0.00 0.01 0.00 0.470
H 0.30338 -6.17881 3.26063 -0.01 0.02 -0.02 0.337
H -3.62757 -3.37229 -1.70558 0.00 0.02 0.02 0.388
H -4.43654 -3.59339 -0.14948 0.01 0.01 -0.01 0.539
H -2.68293 -3.30875 -0.21255 -0.04 0.02 0.01 -0.058
H -5.16975 -1.45433 -2.33170 0.01 -0.01 0.02 0.459
H -5.45147 -0.13002 -1.18481 0.04 -0.02 0.01 0.466
H -6.01680 -1.75546 -0.81905 0.00 0.01 -0.01 0.422
H -3.09702 -1.43452 1.46166 -0.02 0.01 -0.01 0.089
H -4.85880 -1.62261 1.38112 0.02 0.00 -0.02 0.470
H -4.11812 -0.05437 1.02994 0.00 -0.03 -0.02 0.386
O 1.26080 8.61711 -0.74041 0.02 -0.10 0.03 -0.664
C 0.34731 7.93620 -1.51610 0.03 0.08 0.08 0.512
C -0.79173 8.63038 -1.89241 -0.05 0.01 -0.04 -0.640
C -1.77226 7.98728 -2.62999 -0.01 -0.04 -0.02 -0.287
C -1.61071 6.65721 -3.00187 0.04 0.09 0.05 -0.808
C -0.46404 5.97918 -2.61859 -0.02 0.01 -0.07 -0.619
C 0.52355 6.60088 -1.86603 -0.07 -0.04 0.05 0.404
C 1.71567 5.80124 -1.35965 -0.11 -0.22 0.02 -0.189
O 1.89908 4.64713 -2.02849 0.20 0.11 0.10 -0.979
N 1.50100 5.54827 0.13192 0.18 -0.03 0.05 -0.362
N 0.66352 4.53427 0.37232 -0.02 -0.05 0.00 0.401
C -0.04547 4.44617 1.42646 -0.26 -0.19 0.06 -0.904
C -0.98238 3.32760 1.60285 0.18 0.29 -0.20 0.461
Br -1.68112 2.59374 -0.01874 0.05 0.06 0.05 -0.076
C -1.43170 2.83070 2.74896 -0.06 -0.01 0.34 -0.719
C -0.93279 3.19132 4.09062 -0.08 -0.03 -0.15 0.476
C 0.41576 3.45229 4.32965 0.10 0.01 0.02 -0.312
C 0.85233 3.78211 5.60559 -0.03 -0.01 -0.03 -0.771
C -0.05199 3.84774 6.65601 -0.01 0.00 -0.01 -0.441
C -1.39507 3.56946 6.43142 0.03 -0.01 -0.03 -0.574
C -1.82979 3.23557 5.15922 -0.03 0.00 0.03 -0.541
H 2.13764 8.23208 -0.85157 -0.03 0.05 -0.04 0.350
H -0.88841 9.66899 -1.60355 0.00 -0.02 -0.01 0.433
H -2.65921 8.53251 -2.92627 0.00 -0.01 0.00 0.379
H -2.36869 6.15941 -3.59245 0.00 0.01 0.00 0.391
H -0.29875 4.95055 -2.91235 0.01 -0.01 0.00 0.613
H 2.62657 6.41964 -1.35743 0.08 0.04 -0.08 0.397
H 1.31644 6.38498 0.67975 -0.07 0.03 -0.05 0.399
H -0.02426 5.21501 2.19804 -0.02 -0.02 0.02 0.569
H -2.22932 2.09706 2.70791 0.01 0.00 0.03 0.440
H 1.13264 3.36791 3.52051 -0.02 -0.01 0.03 0.485
H 1.90217 3.97992 5.77950 -0.01 -0.01 0.00 0.416
H 0.28909 4.10644 7.64992 0.00 0.00 -0.01 0.400
H -2.10288 3.61156 7.24898 0.01 0.00 -0.01 0.410
H -2.87779 3.02017 4.98439 0.02 0.00 0.00 0.420
```
Forces are in eV/Å.